This record from OMol25 describes one molecule with the formula C5H10O in a non-equilibrium geometry. The level of theory is ωB97M-V/def2-TZVPD.

CARTESIAN COORDINATES (ANGSTROEM)
C -0.85619 1.05456 1.43643
C -0.00068 -0.22053 1.41590
C 0.97336 -0.09915 0.30038
O 1.57510 -1.10479 -0.42297
C 0.56015 0.02827 -1.07593
C -0.25339 -0.84463 -1.95990
H -0.24314 1.96561 1.38926
H -1.45476 1.10544 2.34806
H -1.54462 1.08865 0.58153
H 0.56439 -0.33680 2.34194
H -0.62276 -1.10471 1.26054
H 1.74422 0.65992 0.48479
H 0.72568 1.04499 -1.48062
H -0.47464 -1.76804 -1.43304
H 0.43980 -1.09307 -2.77590
H -1.13251 -0.37570 -2.41046

Properties
energy relative to the best compared isomer or geometry (same formula, charge and spin) = 61.23 kcal/mol
calculated total energy = -7392.1103 eV
net charge = 0
SMILES = CC[C@H]1O[C@H]1C
HOMO-LUMO gap = 10.56 eV